A molecular structure, C36H35N2O6STeTl. Source: the OMol25 dataset; level of theory: the ωB97M-V functional and the def2-TZVPD basis.

Properties
gap between HOMO and LUMO (spin up / spin down): 7.1 / 6.7 eV
LUMO (spin up / spin down): 2.2 / 1.3 eV
multiplicity: 2
DFT total energy: -75988.8128 eV
total charge: -1

Atoms and positions in Å:
H1 -2.74850 -2.79783 -3.77194
H2 3.60312 -3.68017 2.19246
H3 3.38195 -3.92650 3.92084
C1 1.51325 -1.25401 5.56336
O1 0.18895 1.80013 -1.70784
N1 -0.65663 -1.15678 -1.72127
Tl1 0.38533 0.24543 0.24292
H4 0.05750 -8.40299 2.27751
H5 -2.30059 0.17916 -0.16348
C2 -4.10453 1.00514 0.61871
H6 -1.68967 -6.82826 1.90316
C3 2.06484 -7.89268 2.81542
C4 -1.01683 -6.01299 1.63407
H7 1.43688 0.30620 3.01705
H8 -0.17740 -3.97453 6.65217
C5 1.30503 -5.24948 2.26588
C6 -2.83038 -0.72914 1.70760
H9 -1.61334 2.66359 -1.12261
H10 -1.03204 -5.90864 0.54549
C7 2.60247 -5.52456 2.72058
H11 1.57525 4.32070 -3.21865
C8 0.30613 -3.54068 4.61228
C9 0.38854 -6.29015 2.11121
H12 2.19720 1.79535 -2.25562
H13 4.61878 -4.84597 3.05080
C10 0.92127 -2.13684 6.44936
C11 -1.78264 -1.57608 -2.30001
C12 -5.03679 0.97494 1.64367
H14 3.96769 -7.05566 3.32886
H15 -1.40013 -5.08025 2.04868
C13 3.61188 -4.43398 2.98041
S1 1.94419 -1.11035 -1.33144
H16 -4.23030 1.69589 -0.20662
H17 2.19958 4.26150 -0.99981
O2 3.56692 3.20294 0.65490
H18 2.85744 -9.42688 4.10273
C14 0.95790 3.42638 -3.15346
C15 -1.80953 -2.48416 -3.33822
H19 1.54577 -2.92050 -3.53455
C16 2.50401 -9.30995 3.07631
Te1 0.83257 -3.14054 1.64964
C17 0.52034 -1.64579 -2.14651
C18 -1.66657 -1.68474 1.77682
H20 -0.16736 -4.43557 4.23153
H21 0.94217 -1.93320 7.51326
O3 -1.89473 -2.83230 2.24181
H22 0.99712 2.90157 -4.10769
C19 -0.50487 3.73570 -2.73970
C20 0.18994 3.67521 -0.31936
C21 0.57841 -2.56567 -3.20841
C22 2.15509 -0.47089 3.28761
O4 -0.60553 1.97101 1.21204
C23 2.95928 -6.84298 2.98421
C24 -3.78149 -0.76779 2.72183
H23 -0.70491 4.79826 -2.60901
O5 2.20484 1.44614 0.66712
C25 0.77747 -7.59794 2.39294
H24 3.32774 -9.58096 2.41299
C26 1.41052 2.50342 -2.00906
C27 -0.59208 -2.98119 -3.80135
H25 1.99228 -0.35573 5.93599
H26 -5.60696 0.05364 3.49139
H27 -3.64721 -1.46910 3.53491
C28 0.90384 -2.65655 3.71874
N2 -0.44355 -1.31321 1.42577
H28 -1.21063 3.33010 -3.46491
H29 2.52810 -0.92113 2.36607
C29 -0.61002 2.96166 -1.41882
H30 0.02005 4.74979 -0.33274
C30 2.55018 2.62905 0.28867
H31 1.68660 -10.01186 2.91266
H32 -2.70414 -1.17144 -1.89469
C31 0.30568 -3.28385 5.97207
C32 1.51218 -1.48556 4.18748
C33 -3.00848 0.15749 0.65122
H33 -5.88622 1.64670 1.62320
C34 -4.87369 0.08462 2.69482
O6 -0.21476 4.02116 1.99750
H34 2.99086 0.02921 3.77529
C35 1.65932 3.35251 -0.74813
H35 -0.56823 -3.69548 -4.61552
C36 -0.21968 3.20230 1.09355

Table of Mulliken atomic charges, one value per atom, all in e: H 0.43; H 0.22; H 0.27; C -0.62; O -0.44; N 0.22; Tl 1.26; H 0.29; H 0.44; C -1.32; H 0.39; C 0.81; C -1.55; H 0.25; H 0.41; C -0.51; C 0.36; H 0.29; H 0.33; C 1.20; H 0.40; C -0.38; C 1.21; H 0.60; H 0.48; C -0.53; C -0.39; C -0.53; H 0.37; H 0.21; C -1.72; S -0.47; H 0.42; H 0.60; O -0.79; H 0.34; C -1.06; C -0.96; H 0.45; C -1.55; Te 0.41; C 0.69; C 0.54; H 0.38; H 0.37; O -0.66; H 0.34; C -1.01; C 0.20; C -0.95; C -2.00; O -0.60; C -0.88; C -0.70; H 0.39; O -0.58; C -0.91; H 0.33; C -0.02; C -0.13; H 0.43; H 0.39; H 0.46; C 0.58; N -0.36; H 0.34; H 0.22; C 0.12; H 0.55; C -0.04; H 0.34; H 0.41; C -0.85; C 1.13; C 0.72; H 0.37; C -0.59; O -0.76; H 0.68; C 0.02; H 0.39; C -0.18


A molecular structure, C36H36IrN8O3S. Source: the OMol25 dataset; level of theory: the ωB97M-V functional and the def2-TZVPD basis.

Properties
gap between HOMO and LUMO (spin up / spin down): 6.5 / 7.0 eV
LUMO (spin up / spin down): -6.6 / -7.0 eV
multiplicity: 2
DFT total energy: -69640.3926 eV
total charge: +2

Atoms and positions in Å:
C1 3.28971 -1.39192 1.83134
C2 3.68096 0.95656 1.60794
O1 -0.91859 -2.72742 -1.30460
H1 1.36097 -2.56956 -2.40651
C3 -5.18320 -1.57965 -2.91500
H2 -2.38668 -2.90435 0.89697
N1 -0.83119 -1.43557 0.91195
N2 2.30707 0.01241 7.12211
C4 -3.96796 -1.56527 -2.24835
C5 -3.51925 0.74503 -2.95925
C6 -1.12624 2.91242 -2.00118
H3 4.21153 1.86016 1.87064
H4 2.37623 -2.03076 7.28308
N3 -0.26258 1.91010 -2.17899
H5 0.49398 3.63587 -0.23501
H6 3.93496 -2.31524 5.34233
H7 -2.10127 -2.51545 -3.93022
C7 -0.45907 3.92244 -4.06054
H8 1.71436 5.49246 3.43243
C8 0.28699 2.45438 1.56265
H9 -0.53638 4.71219 -4.79524
C9 0.45532 2.43185 2.95482
H10 -5.81279 -2.45792 -2.89265
H11 1.10232 3.47765 4.73262
H12 -5.05834 1.57810 -4.16515
H13 2.38296 2.04974 6.90208
H14 -2.35609 -4.67705 -2.88010
S1 5.14752 -0.31499 3.58336
C10 -2.13635 -1.91995 0.49089
C11 0.97088 3.51048 3.66002
C12 -2.08015 -2.00955 -1.04005
C13 3.57878 1.05543 5.40115
H15 -1.96533 4.73195 -2.74918
H16 1.87637 -2.17059 0.41644
N4 -0.20647 1.21653 1.16038
C14 -0.76554 -0.92753 2.27730
H17 1.20228 -4.22201 -1.76044
H18 1.39819 5.57568 1.00928
H19 3.91956 1.96318 4.92274
C15 -3.11680 -0.40064 -2.24678
C16 2.36896 -1.28668 0.80636
C17 0.89612 -3.54374 -2.55787
N5 -2.01681 -0.64668 -1.54002
C18 1.12428 4.67310 1.53734
C19 3.58880 -1.33394 5.63452
N6 2.06115 -0.12342 0.23099
H20 -0.06756 -1.49945 2.89428
H21 -2.90492 -1.19731 0.76531
N7 -3.32024 -2.53372 -1.55527
H22 -0.16280 -2.18261 0.75238
H23 -6.48001 -0.42711 -4.14240
Ir1 -0.04326 0.09672 -0.82560
H24 -0.65812 -1.51035 -3.65682
H25 1.24434 -3.95015 -3.50515
C20 3.99932 -0.19257 4.96485
C21 0.61821 3.59718 0.83753
H26 3.51143 -2.35416 2.26959
C22 -0.32604 0.49339 2.24981
H27 -2.88045 1.61371 -2.98988
H28 2.51617 1.87886 0.06106
C23 2.72968 -1.17583 6.71919
C24 0.42167 2.86813 -4.24753
C25 0.48562 1.88469 -3.27822
O2 2.10417 0.60170 -4.41398
H29 -3.67668 -3.44719 -1.33073
C26 -1.30042 -4.75260 -2.62020
H30 -1.74564 -0.99740 2.75650
O3 1.30416 -0.15900 -2.46740
H31 -1.73537 2.87972 -1.10654
H32 -0.57825 -2.93649 -4.69554
C27 -5.54869 -0.43485 -3.59430
H33 -1.19825 -5.24465 -1.65273
H34 -0.81785 -5.37821 -3.36962
N8 0.05301 1.16776 3.35139
C28 3.93709 -0.23916 2.26561
H35 1.05321 2.77700 -5.11958
C29 2.72788 1.10376 6.49992
C30 -0.61981 -3.38601 -2.59278
C31 -1.25233 3.93850 -2.91893
C32 1.30195 4.63150 2.92612
C33 1.40351 0.67809 -3.43841
C34 -1.02126 -2.52974 -3.78861
H36 -0.01202 0.83294 4.30075
C35 -4.72145 0.71100 -3.61501
C36 2.73684 0.96614 0.59634

Table of Mulliken atomic charges, one value per atom, all in e: C -0.81; C -0.69; O -0.11; H 0.17; C -1.05; H 0.36; N 0.00; N -0.56; C 0.33; C -0.74; C -1.12; H 0.57; H 0.41; N 0.77; H 0.45; H 0.45; H 0.30; C -0.76; H 0.45; C 0.31; H 0.45; C 0.18; H 0.49; H 0.52; H 0.48; H 0.46; H 0.36; S -0.09; C -1.02; C -1.00; C -0.42; C 0.02; H 0.57; H 0.47; N -0.28; C -1.19; H 0.36; H 0.48; H 0.46; C 0.77; C -0.53; C -1.59; N 0.33; C -1.09; C -0.16; N 0.11; H 0.50; H 0.59; N 0.21; H 0.13; H 0.43; Ir 3.29; H 0.05; H 0.52; C 0.26; C -0.03; H 0.52; C 0.28; H 0.29; H 0.75; C -0.49; C -0.59; C 0.60; O -0.65; H 0.29; C -1.75; H 0.52; O -0.73; H 0.65; H 0.55; C -0.66; H 0.33; H 0.46; N 0.05; C 0.03; H 0.61; C -0.67; C 1.71; C -0.73; C -0.64; C -0.01; C -1.37; H 0.30; C -0.78; C -0.68